P.
This record from OMol25 describes a 2-piece molecular cluster, C5H13N2 overall. The level of theory is the ωB97M-V functional and the def2-TZVPD basis.

As for the charge: +1. The value obtained for the LUMO energy is -5.072 eV. The HOMO energy comes out at -0.495 Eh.

Element x y z (Å)
C 1.83228 0.39310 -1.20568
C 2.75674 0.76181 -2.08112
C 1.24645 -1.29726 0.42809
N 2.03990 -0.77806 -0.43071
H 0.90267 0.90803 -1.02812
H 3.67716 0.20666 -2.20259
H 2.59802 1.63580 -2.68805
H 1.56994 -2.21258 0.90522
H 0.29571 -0.81902 0.65377
H 2.89461 -1.29378 -0.61654
C -2.58928 -0.70931 0.65427
C -1.90695 0.46091 1.33703
N -0.93945 1.11120 0.42773
H -1.84956 -1.42994 0.29708
H -3.24794 -1.24052 1.33808
H -3.18828 -0.38802 -0.19660
H -2.66329 1.15954 1.69933
H -1.35802 0.11874 2.21773
H -1.46461 1.45778 -0.37533
H -0.60612 1.95492 0.86639

Q.
This record from OMol25 describes a 2-piece molecular cluster, C5H13N2 overall. The level of theory is the ωB97M-V functional and the def2-TZVPD basis.

As for the charge: +1. The value obtained for the LUMO energy is -4.369 eV. The HOMO energy comes out at -0.515 Eh.

Element x y z (Å)
C -0.24451 0.34057 -2.79498
C -0.85576 -1.68680 -1.57324
N -0.28853 -0.53881 -1.59684
H 0.75982 0.76357 -2.89797
H -0.89607 1.19935 -2.56873
H -0.59216 -0.18633 -3.69618
H -1.53180 -2.02956 -2.37649
H -0.81243 -2.17673 -0.63720
H 0.06044 -0.14109 -0.57851
C 0.37775 -0.92344 2.56634
C -0.32647 0.14487 1.68362
C 0.98203 1.96056 0.96971
N 0.49175 0.79937 0.67964
H -0.42367 -1.58603 2.99913
H 1.03001 -1.57965 1.93615
H 0.95364 -0.49030 3.38059
H -0.84725 0.80916 2.44886
H -1.18541 -0.30453 1.12490
H 0.50256 2.64877 1.66917
H 1.96146 2.23486 0.50792

R.
This record from OMol25 describes a 2-piece molecular cluster, C5H13N2 overall. The level of theory is the ωB97M-V functional and the def2-TZVPD basis.

As for the charge: +1. The value obtained for the LUMO energy is -4.549 eV. The HOMO energy comes out at -0.487 Eh.

Element x y z (Å)
C -2.49409 1.07998 0.75575
C 1.46514 -1.13379 0.75396
C -2.85934 -0.90647 -0.39772
C 3.06682 0.49931 0.12467
C 0.87024 0.42184 -0.91741
N -2.01610 0.17515 0.02659
N 1.77943 -0.13364 0.04053
H -1.86318 1.90114 1.06468
H -3.52852 1.08787 1.10430
H 0.48720 -1.58057 0.66866
H 2.16300 -1.55603 1.46307
H -3.84465 -0.88580 0.07707
H -2.98478 -0.85101 -1.47940
H -2.36287 -1.85116 -0.17148
H 3.49958 0.60558 -0.87139
H 2.96658 1.50178 0.54533
H 3.75379 -0.06756 0.75161
H 1.07101 1.48227 -1.04704
H 1.01361 -0.06254 -1.88547
H -0.18287 0.27361 -0.60633

S.
This record from OMol25 describes an isolated ion of composition C5H13N2 and charge +1. The level of theory is the ωB97M-V functional and the def2-TZVPD basis.

As for the charge: +1. The value obtained for the LUMO energy is -4.666 eV. The HOMO energy comes out at -0.542 Eh. As for the structure (SMILES): CCCC/[NH+]=C\N.

Element x y z (Å)
C 2.49526 -0.70767 -0.15233
C 1.67094 -0.26335 1.05111
C 0.81449 0.95326 0.72402
C -0.29356 0.75524 -0.28895
N -3.03838 -0.07018 -1.24584
C -2.33690 -0.69775 -0.34702
N -1.30724 -0.15005 0.29593
H 1.89157 -0.99749 -1.01594
H 3.13764 -1.56501 0.05390
H 3.18753 0.06121 -0.50898
H 2.34753 0.05271 1.84528
H 1.09519 -1.14232 1.34998
H 1.46847 1.76687 0.41133
H 0.38314 1.44092 1.61015
H -0.72434 1.71140 -0.59843
H 0.07906 0.26693 -1.19238
H -3.14918 0.93613 -1.21596
H -3.65497 -0.56177 -1.87905
H -2.62893 -1.73819 -0.19511
H -1.43731 -0.05087 1.29831

The structure with the least stability is Q.

P.
This record from OMol25 describes an isolated ion of composition C5H13N2 and charge +1. The level of theory is the ωB97M-V functional and the def2-TZVPD basis.

As for the charge: +1. The value obtained for the LUMO energy is -3.009 eV. The HOMO energy comes out at -0.497 Eh. As for the structure (SMILES): C=C(N)C[C@H](C)[NH3+].

Element x y z (Å)
C 1.82690 -1.36544 -1.22303
C 0.97872 -0.65348 -0.14835
C 0.11687 0.43798 -0.79623
C -0.75302 1.16566 0.19880
C -0.87261 2.49666 0.29752
N -1.46780 0.34033 1.18177
N 0.06932 -1.71363 0.42504
H 1.13039 -1.56683 -2.03967
H 2.03797 -2.40180 -0.94800
H 2.75542 -0.98497 -1.64556
H 1.61114 -0.25074 0.63687
H 0.90030 1.03231 -1.28537
H -0.44295 0.05111 -1.66416
H -0.45396 3.20667 -0.41395
H -1.15075 2.87350 1.28613
H -1.13470 0.60631 2.11234
H -2.39520 0.75568 1.22396
H 0.52214 -2.41428 1.00997
H -0.79583 -1.18430 0.82292
H -0.35951 -2.30414 -0.29611

Q.
This record from OMol25 describes a 2-piece molecular cluster, C5H13N2 overall. The level of theory is the ωB97M-V functional and the def2-TZVPD basis.

As for the charge: +1. The value obtained for the LUMO energy is -3.025 eV. The HOMO energy comes out at -0.480 Eh.

Element x y z (Å)
C -1.75403 1.78331 0.45381
C -1.62081 0.61632 -0.41010
C -2.50917 -0.28231 -0.83315
N -0.25317 0.47092 -0.98744
H -2.73745 1.89809 0.88875
H -1.03932 1.80000 1.24601
H -1.52155 2.69389 -0.11549
H -2.27819 -1.01650 -1.61456
H -3.50471 -0.22781 -0.40924
H 0.29758 1.23945 -0.58231
H -0.23290 0.49517 -2.02637
H 0.26044 -0.42422 -0.66938
C 2.67504 -0.16255 1.32117
C 2.37156 -0.98892 0.28986
N 1.04989 -1.50832 0.17628
H 1.93764 0.00014 2.15566
H 3.71344 0.10143 1.49888
H 3.03929 -1.20343 -0.57314
H 0.45201 -1.39936 0.99380
H 1.06108 -2.49017 -0.04396

The structure with the least stability is Q.

P.
This record from OMol25 describes a 2-piece molecular cluster, C5H13N2 overall. The level of theory is the ωB97M-V functional and the def2-TZVPD basis.

As for the charge: +1. The value obtained for the LUMO energy is -3.144 eV. The HOMO energy comes out at -0.518 Eh.

Element x y z (Å)
C 0.64922 2.23402 0.74964
C -0.28286 1.67423 1.26794
C -1.95808 -0.02102 0.87375
C -1.33249 0.99436 1.87465
C 1.72609 -1.17379 -1.02684
N 1.18977 0.18600 -1.29769
N 0.72148 -1.97360 -0.44856
H 0.85130 0.64443 -0.31718
H 1.35673 2.88435 0.49335
H -2.93104 -0.35757 1.31558
H -1.41141 -0.90143 0.66540
H -2.13815 0.41319 -0.00837
H -2.06952 1.71888 2.17504
H -0.96819 0.47571 2.71478
H 1.95617 -1.42953 -2.03455
H 2.74107 -1.13490 -0.48493
H 1.74848 0.94704 -1.86517
H 0.32662 0.09519 -1.73274
H 0.59454 -2.01562 0.51001
H 0.39600 -2.77997 -1.04376

Q.
This record from OMol25 describes an isolated ion of composition C5H13N2 and charge +1. The level of theory is the ωB97M-V functional and the def2-TZVPD basis.

As for the charge: +1. The value obtained for the LUMO energy is -7.316 eV. The HOMO energy comes out at -0.493 Eh.

Element x y z (Å)
C 1.45156 1.26997 1.68014
C 1.06863 0.80909 0.22700
C 0.17173 -0.48376 0.20569
C -0.51074 -0.61925 -1.07965
C -2.02690 -0.53783 -0.91188
N -2.70541 -1.64214 -0.31297
N 2.22965 0.62750 -0.60611
H 2.17931 0.62331 2.10287
H 2.06773 2.32701 1.85937
H 0.54037 1.46099 2.22439
H 0.30477 1.49113 -0.34508
H 0.84092 -1.36470 0.56669
H -0.52288 -0.24942 0.97693
H -0.02849 -1.15922 -1.89322
H -2.29520 0.32912 -0.28028
H -2.63939 -1.94457 0.59447
H -2.54913 -2.45971 -0.96395
H 1.99445 0.47504 -1.54594
H -2.52169 -0.39785 -1.92395
H 2.95073 1.44531 -0.57452

The structure with the least stability is Q.

P.
This record from OMol25 describes C5H13N2 as an isolated structure. The level of theory is the ωB97M-V functional and the def2-TZVPD basis.

As for the charge: +1. The value obtained for the LUMO energy is -4.896 eV. The HOMO energy comes out at -0.458 Eh.

Element x y z (Å)
C -0.53219 -2.47908 1.27554
C -0.64717 -1.33557 0.20020
C 0.66823 -1.22409 -0.64934
C 2.01327 -0.25943 -0.20452
C 1.18554 0.61814 -0.56518
N -2.38470 4.60828 -0.91530
N 2.84948 -0.70807 0.76663
H 0.50305 -2.39120 1.60251
H -0.78196 -3.42656 0.81136
H -1.26129 -2.20390 2.02304
H -1.47484 -1.49801 -0.50243
H -0.86732 -0.32392 0.57687
H 0.42202 -1.25314 -1.69961
H 1.34850 -2.03955 -0.41760
H 0.45316 1.05755 -1.23465
H -2.70124 5.53979 -1.14607
H -3.12480 4.17669 -0.37407
H -2.29330 4.07031 -1.76748
H 3.84420 -0.69403 0.55595
H 2.78137 -0.23421 1.66414

Q.
This record from OMol25 describes an isolated ion of composition C5H13N2 and charge +1. The level of theory is the ωB97M-V functional and the def2-TZVPD basis.

As for the charge: +1. The value obtained for the LUMO energy is -3.277 eV. The HOMO energy comes out at -0.540 Eh. As for the structure (SMILES): CCCCNC=[NH2+].

Element x y z (Å)
C 0.70298 0.23286 -2.79883
C 1.28906 1.28744 -1.82543
C 0.76982 1.34636 -0.40060
C 0.26884 -0.00640 0.19675
N -0.92105 0.09925 1.09579
C -1.35493 -0.80144 1.92715
N -0.83015 -2.00471 2.07333
H 1.43455 -0.62034 -2.72746
H -0.22560 -0.21076 -2.49432
H 0.70852 0.65076 -3.81529
H 2.35311 1.07915 -1.83376
H 1.11452 2.31278 -2.23279
H -0.03762 2.04858 -0.37735
H 1.55740 1.56088 0.33782
H -0.23809 -0.65105 -0.57524
H 1.08033 -0.60546 0.59603
H -1.41674 0.97901 1.06548
H -2.21197 -0.55610 2.54182
H -0.00199 -2.33444 1.59241
H -1.30996 -2.71224 2.60622

R.
This record from OMol25 describes C5H13N2 as an isolated structure. The level of theory is the ωB97M-V functional and the def2-TZVPD basis.

As for the charge: +1. The value obtained for the LUMO energy is -7.199 eV. The HOMO energy comes out at -0.520 Eh.

Element x y z (Å)
C -1.16442 1.44104 -0.18580
C -1.45947 -0.06334 -0.22246
C -0.18046 -1.10661 -0.22366
C 0.98629 -0.59969 -0.87355
C 2.25022 -0.50185 -0.14099
N 2.22884 0.71697 0.72600
N -2.66746 -0.22147 0.52409
H -0.11186 1.65545 -0.39609
H -1.20483 1.73759 0.86496
H -1.91028 1.89640 -0.83636
H -1.84805 -0.32620 -1.21117
H -0.74849 -1.96590 -0.57990
H 0.05571 -1.24086 0.84104
H 1.20940 -0.81481 -1.92432
H 3.15112 -0.31005 -0.71161
H 1.68279 0.76179 1.57422
H 2.18748 1.58820 0.21573
H -1.70376 -0.20454 1.12947
H 2.26433 -1.30805 0.60166
H -3.01712 -1.13407 0.82873

S.
This record from OMol25 describes C5H13N2 as an isolated structure. The level of theory is the ωB97M-V functional and the def2-TZVPD basis.

As for the charge: +1. The value obtained for the LUMO energy is -3.054 eV. The HOMO energy comes out at -0.462 Eh.

Element x y z (Å)
C 0.22350 -1.60856 0.79915
C -0.94210 -1.00701 0.05525
C -0.91701 0.50020 0.23145
C -2.00494 1.18590 0.63229
C 0.83071 1.13358 -1.49707
N 0.34843 1.07085 -0.08083
N 1.45879 -0.80577 0.41835
H 0.34016 -2.67532 0.68158
H 0.15802 -1.45659 1.87636
H -0.90384 -1.25619 -1.03836
H -1.91365 -1.44928 0.25264
H -1.92771 2.05702 1.27356
H -2.96510 0.77533 0.36930
H -0.02921 1.58641 -2.01756
H 0.94138 0.12257 -1.90554
H 1.72203 1.75680 -1.51630
H 0.61295 1.89414 0.44750
H 2.16715 -0.83074 1.13408
H 1.74941 -1.04848 -0.52558
H 1.05105 0.05514 0.40972

The structure with the least stability is R.

P.
This record from OMol25 describes a 2-piece molecular cluster, C3H8NS overall. The level of theory is the ωB97M-V functional and the def2-TZVPD basis.

As for the charge: -1. The value obtained for the LUMO energy is 3.991 eV. The HOMO energy comes out at -0.084 Eh.

Element x y z (Å)
C 1.71434 0.55426 2.25244
S 0.50745 -0.79319 2.34875
H 1.83767 1.01961 3.23747
H 1.39827 1.34634 1.57782
H 2.72776 0.29451 1.97088
C -1.95398 -0.22770 -1.87690
C 0.19063 -0.25579 -0.93043
N -0.67748 0.34805 -1.60303
H -2.04050 -1.29648 -1.61201
H -2.66476 0.38850 -1.33018
H -2.20022 -0.16319 -2.93685
H 1.00293 0.13528 -0.32588
H 0.15789 -1.35020 -0.77209

Q.
This record from OMol25 describes a 2-piece molecular cluster, C3H8NS overall. The level of theory is the ωB97M-V functional and the def2-TZVPD basis.

As for the charge: -1. The value obtained for the LUMO energy is 4.132 eV. The HOMO energy comes out at -0.102 Eh.

Element x y z (Å)
C 1.34210 1.50657 -1.29093
S 2.70983 0.94861 -0.14317
H 1.32986 2.65099 -1.33146
H 0.21453 1.26520 -0.88370
H 1.37289 1.01225 -2.39710
C -1.91404 -1.40019 0.86316
C -0.64356 -1.27382 0.37895
N 0.27920 -0.57397 1.12116
H -2.18185 -0.95801 1.82150
H -2.77205 -1.43645 0.15565
H -0.48759 -1.90009 -0.57609
H -0.22302 0.16098 1.65708
H 0.97369 -0.00206 0.62493

R.
This record from OMol25 describes an isolated ion of composition C3H8NS and charge -1. The level of theory is the ωB97M-V functional and the def2-TZVPD basis.

As for the charge: -1. The value obtained for the LUMO energy is 4.085 eV. The HOMO energy comes out at -0.079 Eh. As for the structure (SMILES): NCCC[S-].

Element x y z (Å)
C -0.10611 0.55550 0.59307
C 1.18282 1.22120 0.21496
S 1.03632 2.31201 -1.23492
C -0.31745 -0.73457 -0.43094
N -1.31098 -1.73272 -0.29488
H -0.84867 1.28258 0.44950
H -0.24216 0.03804 1.54025
H 1.95312 0.46638 -0.11095
H 1.72379 1.64240 1.10774
H 0.78858 -1.14093 -0.67340
H -0.51277 -0.27119 -1.50914
H -1.09316 -2.25974 0.62462
H -2.25331 -1.37897 -0.27591

S.
This record from OMol25 describes an isolated ion of composition C3H8NS and charge -1. The level of theory is the ωB97M-V functional and the def2-TZVPD basis.

As for the charge: -1. The value obtained for the LUMO energy is 4.157 eV. The HOMO energy comes out at -0.080 Eh. As for the structure (SMILES): NCCC[S-].

Element x y z (Å)
C 0.87203 -0.29961 -0.40638
C 0.52833 -0.70363 1.03926
S -0.49147 0.51290 1.93023
C -0.33512 0.13477 -1.25354
N -0.10475 0.10308 -2.71004
H 1.53316 0.56742 -0.29363
H 1.43700 -1.10001 -0.90524
H -0.03790 -1.64116 1.11443
H 1.47385 -0.89590 1.55521
H -1.18430 -0.51922 -1.06997
H -0.56100 1.14178 -0.93003
H 0.74327 0.55413 -3.01639
H -0.02731 -0.87234 -2.99259

The structure with the least stability is Q.

P.
This record from OMol25 describes one molecule with the formula C5H8S. The level of theory is the ωB97M-V functional and the def2-TZVPD basis.

As for the charge: 0. The value obtained for the LUMO energy is 1.049 eV. The HOMO energy comes out at -0.321 Eh. As for the structure (SMILES): C/C=C/[C@H]1CS1.

Element x y z (Å)
C -2.37584 -0.58186 0.20317
C -1.10266 -0.07888 -0.45749
C 0.03489 -0.18966 0.22583
C 1.31668 0.04553 -0.42682
C 2.36282 0.82334 0.25249
H -2.35822 -0.64792 1.34166
H -3.17258 0.13450 -0.09309
H -2.57899 -1.49689 -0.33977
H -1.31866 0.28812 -1.44087
H -0.02555 -0.21060 1.28543
H 1.08887 0.31690 -1.49397
H 2.99523 1.54401 -0.29333
H 2.31028 1.04164 1.28321
S 2.82374 -0.98824 -0.04646

Q.
This record from OMol25 describes a 2-piece molecular cluster, C5H8S overall. The level of theory is the ωB97M-V functional and the def2-TZVPD basis.

As for the charge: 0. The value obtained for the LUMO energy is 0.947 eV. The HOMO energy comes out at -0.322 Eh. As for the structure (SMILES): C#CC.C=CS.

Element x y z (Å)
C 2.17752 1.30563 -0.07799
C 2.18412 0.12132 -0.34694
C -1.40356 -0.23913 0.28197
C -1.95374 0.84492 0.79359
C 1.99120 -1.28014 -0.57704
S -3.59898 1.43852 0.25454
H 2.23458 2.31710 0.21299
H -0.44507 -0.59906 0.79105
H -1.91782 -0.76665 -0.59066
H -1.40391 1.40821 1.49002
H 2.48697 -1.82012 -1.37429
H 0.84539 -1.47547 -0.66815
H 2.40414 -1.79119 0.41687
H -3.60085 0.53607 -0.60596

The structure with the least stability is Q.